The following is a quantum chemistry calculation of C4H8O in the gas phase, from the OMol25 dataset.

Cartesian coordinates (Å):
C1 0.86 -1.49 -0.53
C2 -0.29 -0.57 -0.13
C3 0.10 0.72 0.59
C4 -0.93 1.80 0.30
O1 -1.49 1.91 -0.76
H1 1.41 -1.88 0.34
H2 1.57 -0.96 -1.17
H3 0.48 -2.34 -1.09
H4 -0.83 -0.27 -1.03
H5 -1.01 -1.12 0.50
H6 0.23 0.60 1.67
H7 1.06 1.10 0.20
H8 -1.17 2.50 1.12

Computed properties:
**HOMO-LUMO gap**: 0.4022 hartree
**SMILES**: CCCC=O
**Energy relative to the best compared isomer or geometry (same formula, charge and spin)**: 36.8 kJ/mol
**Charge**: 0